67
Properties=species:S:1:pos:R:3:forces:R:3:mulliken_charge:R:1 method="wB97M-V/def2-TZVPD" homo_energy_ev=-8.533 e_above_lowest_ev=0.319 homo_lumo_gap_ev=7.218 charge=0
Hf 0.6283 0.4024 -1.3975 -1.15 -0.55 -0.30 -0.01
Se 1.9594 4.4428 -2.0482 -0.24 -0.81 -0.66 -0.15
S -1.5166 1.6615 -2.0525 -0.36 -0.42 -0.41 -0.40
Si 1.3013 1.1167 1.8010 0.01 0.08 0.07 -0.61
Si 0.0287 -1.6444 1.2772 0.15 -0.69 0.70 0.55
Si -1.6663 0.8939 1.3346 -0.79 0.23 0.00 -0.11
F -0.9573 -1.2507 -2.5703 -0.62 0.37 0.28 -0.21
F -6.2187 0.1255 -3.5780 1.46 -0.27 0.61 -0.29
F -2.8225 -3.1979 -3.2632 -0.11 1.08 -0.04 -0.32
F -4.4228 2.0215 -2.7476 0.30 -1.04 -0.06 -0.36
F -5.3379 -2.5426 -3.7798 0.01 0.89 0.13 -0.30
N 1.3251 1.6862 -2.9308 0.67 2.00 -0.29 -0.70
N 2.6553 -2.6136 -3.8088 0.21 0.42 1.85 -0.74
N 2.3808 -2.5829 -6.2629 0.22 0.04 0.97 -0.50
N 2.6465 0.9139 -0.6250 3.21 0.50 1.27 0.45
N 1.5856 -1.3122 -2.0631 0.02 0.08 0.72 -0.05
C 2.5099 -2.5633 -5.1081 -0.45 0.03 -1.67 0.43
C -2.2833 -0.9029 -2.7495 -0.65 -0.27 -0.36 -0.04
C 4.1274 0.9198 1.3013 0.76 -0.05 -1.07 -0.75
C -0.5280 -2.0994 3.0422 0.47 1.85 0.37 -1.32
C -3.1429 -0.1395 0.7986 -0.28 -0.54 -0.30 -0.97
C -4.0133 0.7278 -2.8563 0.79 1.27 0.67 0.21
C -3.1850 -1.8983 -3.1710 -0.07 0.38 0.44 -0.12
C 2.8726 0.9662 0.7353 -1.28 -0.19 -0.39 0.43
C -4.5218 -1.5376 -3.4132 0.87 -0.90 0.23 0.63
C 1.7056 0.5987 3.5733 -0.28 -1.29 -1.28 -1.16
C -2.0404 2.6600 0.8445 0.94 1.32 -0.33 -1.27
C 3.7992 0.9163 -1.4051 -2.09 -0.10 -0.48 -0.08
C 1.5690 2.8420 -2.7137 0.02 -0.59 0.69 0.40
C -4.9372 -0.2134 -3.2369 -1.06 -0.63 -1.05 0.19
C 2.1334 -1.9129 -2.9150 0.07 -1.03 -2.05 0.80
C 5.2383 0.7737 0.4767 -1.05 -0.19 0.06 -0.40
C -2.0609 0.9955 3.1759 1.43 -1.08 0.69 -1.16
C 5.0703 0.7881 -0.9036 0.03 0.21 -0.05 -1.06
C 0.0204 0.2099 0.7780 -0.43 -0.33 0.76 2.11
C -2.6524 0.4283 -2.5508 -0.78 -0.62 -0.52 0.46
C 1.7961 -2.2399 1.2767 1.19 -0.02 -0.11 -0.98
C -0.8280 -2.9439 0.2336 -0.52 -0.02 -1.91 -1.09
C 1.0737 2.9635 1.8755 -0.75 0.10 0.32 -1.11
H 4.2592 0.9489 2.3659 -0.12 -0.02 0.29 0.37
H -1.3073 1.5587 3.7413 -0.09 -0.09 0.05 0.29
H -2.1867 -0.0015 3.6627 0.03 0.79 -0.32 0.30
H -3.8191 -0.2556 1.6575 0.22 -0.01 -0.14 0.45
H -1.0321 -3.8671 0.7897 0.26 0.28 0.18 0.40
H 3.5882 0.9900 -2.4886 0.36 -0.17 0.76 0.44
H 2.3392 -1.8979 2.1894 -0.27 -0.42 -0.65 0.28
H 1.8416 -3.3429 1.2098 -0.12 0.40 0.33 0.39
H -2.0419 3.3361 1.7254 -0.03 -0.42 -0.37 0.45
H -2.9211 -1.1467 0.4270 -0.05 0.19 0.10 0.15
H 0.8373 0.7247 4.1953 -0.41 -0.10 0.31 0.37
H 2.3792 -1.9004 0.4014 -0.19 0.02 0.31 0.13
H 2.4741 1.2120 3.9715 0.85 0.65 0.34 0.49
H -0.3690 -1.2175 3.7125 -0.14 -0.78 -0.33 0.29
H 5.8950 0.7206 -1.6105 -0.13 0.01 0.29 0.41
H 0.1996 3.2855 2.4681 0.46 -0.25 0.12 0.30
H -1.3532 3.1267 0.0864 -0.71 -0.41 0.81 0.27
H -1.5575 -2.3925 3.1443 -0.51 -0.13 -0.08 0.38
H 2.0397 -0.4561 3.5783 -0.23 0.53 0.34 0.30
H 6.1631 0.5776 0.9499 1.07 0.07 0.11 0.49
H -0.1352 -3.2175 -0.6012 -0.47 0.08 0.51 0.26
H -3.7304 0.3585 0.0261 0.08 0.05 -0.11 0.24
H -2.9751 1.5458 3.2642 -0.69 0.29 -0.05 0.48
H 1.9883 3.3896 2.2981 -0.13 0.15 -0.10 0.39
H 0.1063 -2.8936 3.4209 0.13 -0.25 -0.09 0.42
H 0.8614 3.3808 0.9015 0.34 0.23 -0.46 0.22
H -3.0398 2.6760 0.4115 -0.05 0.10 -0.06 0.46
H -1.7951 -2.7010 -0.2722 0.70 0.00 0.44 0.20

63
Properties=species:S:1:pos:R:3:forces:R:3:mulliken_charge:R:1 method="wB97M-V/def2-TZVPD" homo_energy_ev="-4.735 / -4.721" s_squared=0.75 e_above_lowest_ev=0.630 homo_lumo_gap_ev="7.276 / 7.067" charge=-1 multiplicity=2
Ir -0.4205 0.7105 -0.8123 0.21 -0.20 -0.36 0.57
S -3.2340 -0.7763 0.0984 0.12 -0.05 0.02 -0.50
P 0.6484 -1.7566 -0.1954 0.07 0.07 0.15 2.04
O -0.1863 -1.3421 -1.3961 -0.04 0.12 -0.02 -1.09
O 2.0583 -2.3458 -0.6593 0.01 -0.02 0.13 -0.43
O 1.5363 0.9845 -1.5929 -0.07 -0.09 0.36 -1.00
O -5.5856 2.0226 0.0767 0.01 0.03 0.04 -0.65
O 0.9075 -0.6372 0.7667 -0.12 -0.03 0.07 -0.99
O -0.0896 -2.9961 0.4816 -0.04 -0.03 -0.10 -0.33
O -3.0717 1.6736 -0.5098 -0.03 -0.19 0.13 -0.44
N -1.5406 3.4079 0.0133 0.00 -0.11 0.11 -0.80
N -0.4187 2.6222 -0.2240 -0.13 0.16 0.13 0.14
C 1.4138 -3.4102 2.3577 0.01 -0.01 0.00 -1.46
C 2.3268 -2.1804 -3.0500 0.02 0.00 -0.01 -1.31
C -0.0330 -3.3493 1.8835 0.02 0.00 -0.01 1.65
C 3.0181 3.5353 0.5673 0.09 0.00 -0.01 -0.76
C 4.3467 3.2023 0.4825 -0.07 -0.02 -0.02 -0.65
C -5.2006 3.3085 0.1690 -0.12 0.00 -0.03 0.48
C 3.6704 -3.7425 -1.6217 -0.02 0.00 -0.01 -1.71
C 1.2416 -4.2022 -2.0285 -0.01 -0.05 -0.02 -1.51
C -0.6748 -4.7280 1.9388 0.00 -0.01 0.03 -1.72
C -0.8433 -2.3447 2.6905 0.01 0.01 0.03 -1.40
C -6.2409 4.2203 0.3926 0.02 -0.02 0.00 -0.71
C -5.9973 5.5693 0.5185 -0.01 0.02 0.01 -0.28
C -3.6668 5.1675 0.2026 -0.02 0.01 -0.04 -0.49
C 2.0172 2.7886 -0.0833 -0.18 0.07 0.04 0.36
C -2.7038 2.9096 -0.1553 -0.14 0.07 0.05 0.93
C 4.7011 2.0863 -0.2948 0.04 -0.03 -0.01 -0.57
C -4.6959 6.0575 0.4238 0.00 -0.04 0.01 -0.80
C -3.8844 3.7914 0.0689 0.18 0.04 -0.06 0.27
C 3.7568 1.3531 -0.9632 0.01 0.04 0.00 -0.33
C -2.2543 0.4686 -0.3156 -0.14 0.31 -0.19 0.29
C 0.6691 3.2588 0.0726 0.22 -0.13 -0.16 0.04
C 2.3726 1.6715 -0.8953 0.12 0.04 -0.18 0.84
C 2.2997 -3.1212 -1.8511 -0.02 0.05 -0.10 1.62
H 0.5311 4.2502 0.4928 -0.04 0.02 0.00 0.41
H -1.8726 -2.3190 2.3328 0.01 0.00 -0.01 0.23
H 2.7128 4.3940 1.1564 -0.01 0.00 0.00 0.33
H 4.4070 -2.9599 -1.4374 0.00 0.01 -0.01 0.35
H 5.7440 1.7963 -0.3652 0.00 0.00 0.00 0.38
H -7.2425 3.8173 0.4656 0.00 0.01 0.00 0.42
H 1.8842 -2.4293 2.2905 -0.01 0.01 0.01 0.24
H -0.4211 -1.3470 2.5830 0.01 -0.01 0.01 0.24
H 1.3459 -1.7370 -3.2113 0.01 -0.01 0.02 0.27
H -1.6885 -4.6817 1.5406 0.00 0.01 0.00 0.37
H -6.8240 6.2478 0.6917 0.00 0.00 0.00 0.36
H 4.0259 0.4878 -1.5553 0.02 0.01 0.00 0.25
H 3.9772 -4.3179 -2.4971 0.00 -0.01 0.00 0.39
H 1.4406 -3.7435 3.3971 0.01 0.00 0.01 0.52
H 2.6315 -2.7299 -3.9439 0.00 0.00 -0.01 0.49
H 5.1004 3.7799 1.0000 0.00 0.00 0.01 0.37
H 1.4780 -4.7890 -2.9185 -0.01 -0.02 0.00 0.53
H 1.9851 -4.1142 1.7492 0.00 0.00 0.00 0.23
H -4.8157 1.4445 -0.0882 -0.01 0.02 0.02 0.34
H 3.6466 -4.4043 -0.7545 -0.01 0.00 0.00 0.37
H 3.0331 -1.3692 -2.8701 0.00 -0.01 -0.01 0.13
H -0.1000 -5.4401 1.3439 0.01 0.01 0.00 0.37
H -0.8329 -2.6294 3.7456 -0.02 -0.01 0.00 0.47
H 0.2500 -3.7661 -2.1533 0.03 0.02 -0.01 0.25
H -2.6476 5.5173 0.1221 0.01 -0.01 0.00 0.41
H -4.4918 7.1154 0.5203 0.00 0.00 0.00 0.38
H 1.2172 -4.8663 -1.1632 0.01 0.00 0.00 0.21
H -0.7160 -5.0840 2.9701 0.00 0.00 0.00 0.40

55
Properties=species:S:1:pos:R:3:forces:R:3:mulliken_charge:R:1 method="wB97M-V/def2-TZVPD" homo_energy_ev=-8.352 e_above_lowest_ev=4.224 smiles=COc1cccc(CN2CCN(CC#Cc3ccccc3)C[C@H]2CCO)c1 homo_lumo_gap_ev=8.875 charge=0
O 4.7096 -0.0444 -1.7030 0.01 -0.35 -0.05 -0.45
O 0.3110 -4.6488 0.9240 -0.32 -0.37 -0.33 -0.64
N -1.8439 -0.5156 1.9288 -0.07 0.01 0.08 0.08
N -0.4203 -2.1223 0.0094 -0.01 -0.07 -0.23 0.12
C -2.9903 5.1008 0.5795 0.02 -0.04 0.00 -0.60
C -1.8596 -2.2064 0.1952 -0.34 0.14 0.08 -1.20
C -0.0137 -1.4610 -1.2264 -0.01 0.03 -0.03 -0.38
C 0.2414 -1.5830 1.1975 0.14 0.13 0.61 0.34
C 1.4392 -1.7431 -1.5095 0.06 -0.07 -0.14 0.29
C -2.4265 2.7717 1.0294 -0.11 -0.67 0.68 0.05
C 1.0386 -3.9031 1.8619 0.15 0.29 0.32 -0.57
C 4.3690 1.2971 -1.4566 -0.06 0.22 0.04 -0.78
C -2.3872 3.9067 0.1843 0.04 0.39 -0.35 0.24
C -2.4881 1.8342 1.7826 0.10 0.58 -0.57 0.17
C 3.1927 -3.3095 -1.9881 0.02 0.03 0.01 -0.79
C 2.3739 -0.7151 -1.4817 0.11 0.22 -0.03 -0.03
C 1.8522 -3.0418 -1.7671 -0.13 0.12 0.01 -0.80
C 3.7190 -0.9808 -1.7092 0.07 -0.18 -0.03 0.55
C -2.9510 6.2027 -0.2525 -0.02 0.10 -0.02 -0.48
C -1.7135 4.9448 -1.8782 0.03 0.05 -0.09 -0.59
C 0.3118 -2.6332 2.3144 0.18 -0.20 -0.41 -1.13
C 4.1235 -2.2921 -1.9601 0.08 0.24 0.03 -0.61
C -2.3140 6.1287 -1.4812 0.00 0.05 -0.04 -0.44
C -1.7474 3.8372 -1.0532 -0.01 0.00 0.02 -0.22
C -2.4910 -0.9032 0.6891 0.03 -0.23 -0.18 -0.47
C -0.4292 -0.2930 1.6999 0.27 -0.06 -0.23 -1.26
C -2.4934 0.6142 2.5761 -0.04 -0.42 0.34 -0.97
H -1.2174 4.8855 -2.8363 0.03 -0.01 -0.06 0.38
H -3.4202 7.1252 0.0573 -0.03 0.06 0.02 0.38
H -3.5542 -1.0659 0.8827 0.00 0.02 -0.05 0.50
H 0.0355 0.0093 2.6415 0.03 0.02 -0.03 0.60
H -2.4009 -0.1172 -0.0827 -0.04 -0.02 0.07 0.22
H -0.2643 0.5196 0.9680 -0.03 -0.01 0.09 0.24
H 0.0416 -4.0174 0.2351 0.04 0.05 0.11 0.38
H -1.2818 2.9113 -1.3610 0.01 -0.05 0.01 0.46
H -1.9835 0.7976 3.5286 -0.14 -0.05 -0.04 0.36
H 1.2004 -4.5649 2.7175 0.08 0.10 -0.04 0.49
H 3.9233 1.4250 -0.4643 0.00 -0.01 -0.05 0.32
H 5.1713 -2.4818 -2.1296 0.13 -0.03 -0.02 0.46
H 0.8555 -2.2023 3.1564 -0.01 0.06 0.08 0.40
H 3.5131 -4.3216 -2.1832 0.04 -0.09 -0.02 0.39
H 2.0365 0.2909 -1.2800 -0.03 0.10 0.03 0.44
H -2.2863 6.9924 -2.1290 0.00 0.06 -0.05 0.38
H -2.0547 -2.9879 0.9337 -0.07 0.01 -0.06 0.30
H 5.3047 1.8520 -1.5027 -0.09 0.01 0.01 0.24
H 1.2709 -1.3421 0.9069 -0.12 -0.01 0.07 0.50
H -3.5296 0.3286 2.7910 0.12 0.04 0.09 0.38
H 2.0220 -3.6264 1.4472 -0.01 -0.02 0.11 0.21
H 1.1277 -3.8406 -1.7912 -0.09 -0.12 0.01 0.38
H -0.6920 -2.8856 2.6543 -0.01 -0.02 0.11 0.34
H -0.6236 -1.8806 -2.0326 -0.01 0.10 0.05 0.55
H -0.1844 -0.3731 -1.2060 0.00 -0.07 -0.06 -0.09
H -2.3189 -2.5083 -0.7489 0.02 -0.03 0.03 0.59
H 3.6823 1.6850 -2.2163 0.01 -0.02 0.04 0.31
H -3.4858 5.1513 1.5382 -0.02 -0.01 0.04 0.43

57
Properties=species:S:1:pos:R:3:forces:R:3:mulliken_charge:R:1 method="wB97M-V/def2-TZVPD" homo_energy_ev=-7.986 e_above_lowest_ev=1.224 smiles="CCCCCOc1ccc(C(=O)CCC(=O)Nc2ccc(NC(C)=O)cc2)cc1" homo_lumo_gap_ev=8.504 charge=0
O 2.9751 0.6360 1.9880 -0.06 -0.16 0.19 -0.62
O -4.0198 2.8488 -1.3393 0.08 0.18 -0.23 -0.63
O 5.6219 -1.2674 -0.5215 0.04 -0.01 0.12 -0.60
O -0.6752 -2.1671 -0.4532 -0.04 0.14 -0.12 -0.30
N -3.3164 1.5714 0.4155 -0.07 -0.25 0.32 -0.17
N 2.2560 1.9962 0.3064 0.01 0.37 -0.25 0.01
C 3.2060 1.3533 1.0411 0.40 0.43 0.03 0.47
C 4.9072 0.9897 -0.8135 0.30 -0.12 0.07 -0.61
C -3.3509 -2.0670 0.7542 -0.18 -0.28 -0.03 0.14
C -1.1648 1.0059 1.3065 -0.14 0.16 -0.24 -0.27
C 2.9387 -2.0021 0.1653 0.13 0.24 -0.20 -1.09
C 0.6367 -1.8422 -0.4920 0.31 0.16 -0.18 0.48
C 0.1075 2.5389 -0.5937 0.18 -0.18 0.26 -0.74
C -5.6714 1.8220 0.0676 -0.01 0.17 -0.19 -1.16
C -4.8680 -2.1615 0.5920 0.16 0.15 -0.11 -0.67
C 4.6926 -0.5133 -0.6969 0.11 0.33 -0.31 0.07
C -2.6186 -3.3204 0.2814 0.38 0.43 0.09 -0.98
C 0.9880 -0.8439 -1.4058 -0.21 -0.19 0.04 -0.06
C -1.1088 -3.1741 0.4412 -0.21 -0.43 0.11 -0.79
C -1.9231 1.6840 0.3541 0.37 0.06 -0.07 0.55
C -1.2692 2.4520 -0.6048 -0.15 0.04 -0.10 -0.92
C -5.3149 -2.0979 -0.8643 -0.04 -0.05 0.25 -1.34
C 1.6320 -2.4277 0.2868 -0.33 -0.18 0.06 -0.23
C 0.8644 1.8657 0.3619 -0.34 0.04 0.08 0.51
C 4.6203 1.6386 0.5522 -0.01 -0.13 0.02 -0.95
C 0.2120 1.0905 1.3154 0.13 -0.02 0.09 -0.74
C 3.2868 -0.9705 -0.7034 -0.24 -0.59 0.07 0.42
C -4.2615 2.1516 -0.3811 -0.38 -0.23 0.27 0.76
C 2.2890 -0.4095 -1.5022 0.11 -0.16 0.05 -0.44
H -3.1151 -1.9070 1.8102 0.08 0.07 0.04 0.32
H -6.4005 -2.0629 -0.9270 -0.09 0.00 -0.10 0.37
H 0.7878 0.5607 2.0548 0.02 -0.02 0.03 0.54
H 4.2648 1.4146 -1.5844 0.01 0.03 -0.05 0.35
H 5.9502 1.1721 -1.0782 -0.09 -0.04 -0.05 0.39
H -1.8424 2.9783 -1.3489 -0.01 0.01 -0.01 0.54
H -2.9493 -4.1879 0.8554 0.00 -0.06 -0.01 0.39
H -5.2227 -3.0919 1.0413 -0.06 0.01 0.10 0.39
H 4.7771 2.7178 0.4844 0.01 -0.01 0.03 0.37
H -5.8505 0.7522 -0.0108 -0.03 -0.12 0.03 0.13
H -4.9111 -1.2124 -1.3515 0.03 0.10 -0.10 0.27
H -4.9756 -2.9716 -1.4134 0.02 -0.07 -0.14 0.44
H 2.5832 2.5888 -0.4440 0.05 -0.13 0.16 0.22
H -6.3773 2.3467 -0.5694 0.02 0.00 -0.01 0.36
H 2.5300 0.3488 -2.2326 0.01 0.13 -0.02 0.37
H -2.9720 -1.2156 0.1864 0.02 0.11 0.05 -0.05
H -2.8318 -3.4993 -0.7722 -0.01 -0.13 -0.05 0.32
H 5.3110 1.2313 1.2919 -0.10 0.07 -0.01 0.38
H -0.6122 -4.1253 0.2057 0.03 0.13 0.05 0.49
H -0.8610 -2.8926 1.4738 0.03 -0.03 -0.07 0.47
H -1.6615 0.4070 2.0568 -0.06 -0.09 0.09 0.29
H 0.2106 -0.4171 -2.0196 -0.10 0.06 -0.08 0.45
H -5.8219 2.1308 1.1000 -0.04 -0.02 0.10 0.34
H -5.3328 -1.3395 1.1439 -0.06 -0.04 0.06 0.35
H 3.7120 -2.4462 0.7729 0.06 -0.03 0.07 0.37
H 0.6032 3.1416 -1.3420 0.06 0.08 -0.10 0.34
H -3.6535 0.9979 1.1766 -0.05 0.12 -0.16 0.25
H 1.3994 -3.2091 0.9922 -0.06 -0.07 0.06 0.44